{
  "formula": "C18H43NNaO4",
  "method": "ωB97M-V with the def2-TZVPD basis set",
  "e_lumo_ev": -2.05,
  "homo_lumo_gap_ev": 9.96,
  "e_homo_ev": -12.01,
  "charge": 1,
  "e_tot_ev": -33455.9576,
  "relative_energy_kj_mol": 28.78,
  "symbols": ["Na", "O", "O", "O", "O", "N", "C", "C", "C", "C", "C", "C", "C", "C", "C", "C", "C", "C", "C", "C", "C", "C", "C", "C", "H", "H", "H", "H", "H", "H", "H", "H", "H", "H", "H", "H", "H", "H", "H", "H", "H", "H", "H", "H", "H", "H", "H", "H", "H", "H", "H", "H", "H", "H", "H", "H", "H", "H", "H", "H", "H", "H", "H", "H", "H", "H", "H"],
  "positions_angstrom": [[0.6542, 0.7900, -0.4528], [1.2784, 2.4269, 1.2227], [-1.1978, 0.7623, 1.4187], [2.0832, -0.7639, -1.7828], [0.6724, 1.6757, -2.6929], [-1.2340, -0.6140, 1.0812], [-2.5927, -2.4603, 0.1538], [-2.0541, -3.3551, 1.2499], [0.4961, 3.7692, -3.9239], [-0.7016, -1.4297, 2.1961], [-2.5196, -0.9519, 0.4338], [3.2672, 1.8773, 0.1184], [-0.1504, 2.8610, -2.9079], [3.3181, 2.4858, 2.5646], [1.2055, -1.9052, -1.6849], [-3.7493, -0.5304, 1.2641], [0.7530, -0.9988, 2.3776], [-0.7119, -2.8857, 1.7562], [1.9002, -3.2130, -1.3297], [-1.4135, -1.2613, 3.5349], [-0.2482, 3.4935, -1.5363], [-2.5819, -0.1926, -0.8907], [0.2644, -2.0487, -2.8572], [2.6905, 2.7424, 1.2217], [-0.8198, 2.8743, -0.8353], [0.7018, -1.6493, -0.7454], [0.7282, -2.5748, -3.6908], [-0.6723, -2.5108, -2.5536], [-2.6994, 0.8802, -0.7377], [-0.3774, -3.5045, 2.5895], [4.3880, 2.6871, 2.5294], [0.7166, 3.7441, -1.1008], [2.7984, 3.7972, 0.9435], [-1.9091, 0.9373, 2.0495], [3.3334, 0.8336, 0.4311], [-0.8133, -1.7300, 4.3153], [-1.9473, -4.3697, 0.8542], [-4.6592, -0.9293, 0.8271], [0.7617, 1.1633, -3.5015], [1.2674, -1.5780, 3.1447], [3.1735, 1.4367, 2.8379], [-2.7859, -3.4863, 2.0533], [0.6048, 3.2765, -4.8886], [1.4408, 4.1438, -3.5349], [-1.5999, -0.2282, 3.8286], [1.1464, -3.9214, -0.9869], [-1.6654, -0.3351, -1.4804], [2.3984, -3.6554, -2.1977], [2.8747, 3.1033, 3.3474], [1.2887, -1.1318, 1.4296], [0.8513, 2.8347, 1.9802], [-3.6959, -0.9513, 2.2720], [2.8605, -0.9654, -2.3106], [4.2234, 2.2591, -0.2363], [-2.1037, -2.6855, -0.7983], [0.0101, -1.0510, -3.2324], [-0.8542, 4.4023, -1.5996], [-3.6549, -2.6650, 0.0127], [-2.3775, -1.7734, 3.5528], [2.6550, -3.0658, -0.5575], [-3.3980, -0.5636, -1.5123], [0.8376, 0.0483, 2.6686], [0.0052, -3.0049, 0.9373], [-3.7940, 0.5483, 1.4137], [2.6231, 1.9451, -0.7686], [-1.1411, 2.5041, -3.1996], [-0.1489, 4.6380, -4.0841]],
  "forces_ev_per_angstrom": [[-0.13, 0.06, 0.12], [0.23, -0.19, -0.06], [0.04, 0.12, -0.21], [0.02, -0.25, -0.19], [-0.20, 0.09, 0.34], [0.34, -0.22, -0.43], [-0.18, 0.18, -0.12], [-0.36, -0.63, 0.13], [-0.62, 0.32, 0.03], [0.35, 0.34, 0.26], [-0.40, 0.27, 0.10], [-0.24, 0.33, -0.41], [0.51, -0.63, 0.56], [-0.04, -0.24, 0.21], [0.29, -0.19, 1.19], [0.59, -0.34, 0.87], [0.28, 0.25, -0.14], [-0.02, -0.07, -0.22], [0.40, 0.15, -0.53], [-0.57, -0.39, 0.20], [-0.90, 0.39, 0.06], [0.36, 0.01, -0.34], [-0.02, 0.90, -0.18], [-0.24, 0.13, -0.42], [0.24, -0.18, -0.04], [-0.75, -0.05, -0.32], [-0.06, -0.24, 0.08], [0.08, -0.30, -0.11], [-0.14, -0.01, 0.03], [0.10, 0.00, -0.01], [0.01, 0.04, 0.03], [0.09, -0.04, -0.11], [0.02, -0.03, 0.04], [-0.10, -0.01, 0.12], [0.18, 0.00, -0.03], [0.05, 0.12, 0.02], [0.03, 0.06, -0.05], [-0.12, 0.36, -0.22], [0.02, 0.08, -0.09], [-0.12, -0.18, -0.06], [0.06, 0.04, 0.02], [0.08, 0.33, 0.09], [0.24, -0.02, 0.00], [0.18, -0.16, -0.17], [0.20, 0.09, -0.06], [0.07, -0.07, 0.05], [-0.06, -0.13, 0.14], [-0.04, 0.02, 0.00], [0.03, 0.06, -0.02], [0.08, -0.04, 0.11], [-0.06, 0.01, 0.08], [-0.06, -0.10, -0.13], [0.07, -0.06, -0.11], [0.20, -0.23, 0.29], [0.15, 0.06, 0.08], [-0.09, -0.09, 0.08], [0.23, 0.08, -0.07], [0.05, -0.18, -0.22], [0.06, 0.01, -0.01], [-0.13, -0.01, 0.14], [-0.12, 0.09, 0.11], [-0.10, 0.02, -0.04], [0.12, 0.02, 0.11], [-0.31, 0.06, -0.35], [0.11, -0.01, 0.08], [-0.03, 0.23, -0.26], [0.03, -0.05, -0.03]]
}

{
  "formula": "C32H46F4N3O12",
  "method": "ωB97M-V with the def2-TZVPD basis set",
  "e_lumo_ev": -4.79,
  "homo_lumo_gap_ev": 5.47,
  "e_homo_ev": -10.26,
  "charge": 1,
  "e_tot_ev": -73830.6981,
  "relative_energy_kj_mol": 0.00,
  "symbols": ["F", "F", "F", "F", "O", "O", "O", "O", "O", "O", "O", "O", "O", "O", "O", "O", "N", "N", "N", "C", "C", "C", "C", "C", "C", "C", "C", "C", "C", "C", "C", "C", "C", "C", "C", "C", "C", "C", "C", "C", "C", "C", "C", "C", "C", "C", "C", "C", "C", "C", "C", "H", "H", "H", "H", "H", "H", "H", "H", "H", "H", "H", "H", "H", "H", "H", "H", "H", "H", "H", "H", "H", "H", "H", "H", "H", "H", "H", "H", "H", "H", "H", "H", "H", "H", "H", "H", "H", "H", "H", "H", "H", "H", "H", "H", "H", "H"],
  "positions_angstrom": [[2.0322, -3.0797, -6.4915], [1.1526, -2.2737, 0.0412], [1.3934, -0.3713, -0.9300], [-0.3766, -0.7625, 0.2393], [0.2365, -8.8434, -0.9865], [2.8532, -4.2403, -3.7224], [0.1486, 4.3977, 4.0727], [-2.5796, 10.8767, -0.1242], [-0.1830, -1.7505, -1.6709], [-1.9311, -8.5245, -1.3937], [-1.4286, -7.7156, 1.7191], [2.1291, 3.8262, 1.1030], [-1.3242, 7.4827, 0.4769], [1.6734, 1.8014, 3.3847], [-0.1356, -3.1321, -6.0384], [-3.1547, 9.1246, 2.3555], [0.1944, -4.0403, -2.1705], [-0.5263, -5.7156, 2.4063], [1.2212, -4.8559, -5.2891], [-3.2667, 11.8251, -0.9073], [0.4996, -1.2756, -0.5739], [2.4678, -9.3192, -4.9731], [-0.2732, 6.5542, 0.6139], [2.0781, 2.9573, 4.1078], [-3.4633, 8.2199, 1.3087], [-0.6663, -4.3313, -1.1873], [0.7883, -5.0190, -2.8813], [-2.5627, 11.2336, 1.2460], [0.9321, -3.6304, -5.9590], [-1.9013, -5.8847, 0.3048], [-2.1232, 10.0650, 2.0967], [0.9589, 2.0350, 2.1853], [-2.4805, 7.0785, 1.1825], [-0.6511, -8.1233, -1.3063], [-1.0528, 4.7650, 4.7145], [0.5243, -6.3498, -2.6231], [-0.9852, -5.6386, -0.8607], [-0.3916, -6.6600, -1.6059], [1.0814, -9.2162, -4.9916], [1.1939, -7.3798, -3.4478], [-0.2955, -6.3978, 3.6919], [3.2181, -8.4585, -4.1854], [1.7638, -4.6500, -3.9771], [3.1881, 4.1998, 0.2507], [-1.2234, -6.5474, 1.5219], [0.5221, -2.6111, -2.4965], [2.5813, -7.4874, -3.4248], [0.9672, 3.5966, 4.9062], [0.7620, -5.2386, 1.8818], [1.8350, 2.4481, 1.0237], [0.4426, -8.2514, -4.2338], [1.5082, -6.0375, 1.8850], [1.3057, 2.2494, 0.0787], [4.1199, 3.6974, 0.5346], [-1.6122, 5.3985, 4.0295], [-0.5670, 5.5630, 0.2463], [-0.8575, 5.3264, 5.6349], [2.9590, 3.9655, -0.7961], [0.3661, 2.8114, 5.3823], [1.5980, -2.4779, -2.4071], [2.7609, 1.8572, 1.0405], [0.6732, -4.8254, 0.8851], [-2.8082, 12.8176, -0.8260], [-3.2131, 11.4961, -1.9430], [-4.3197, 11.8956, -0.6105], [0.5112, -9.8983, -5.6051], [-1.8439, 10.4562, 3.0768], [0.5043, 1.0735, 1.9364], [0.0494, 6.4625, 1.6573], [-2.2066, 6.7315, 2.1874], [-1.6567, 3.8828, 4.9573], [0.2129, -2.4302, -3.5230], [-2.9606, 6.2471, 0.6445], [-1.8630, 12.0684, 1.3942], [0.1764, -5.6791, 4.3577], [-2.4410, -7.9738, -2.0020], [2.9646, -10.0708, -5.5683], [1.8408, -5.4405, -5.8470], [-1.1084, -3.5060, -0.6559], [-4.4315, 7.7935, 1.5792], [3.3238, 5.2744, 0.3490], [0.1568, 2.7623, 2.3327], [0.5621, 6.9165, 0.0175], [1.4089, 4.2236, 5.6931], [2.8324, 2.6024, 4.8120], [-1.2377, -6.7292, 4.1102], [-3.5725, 8.7372, 0.3529], [3.1618, -6.8362, -2.7841], [-2.3831, -4.9586, 0.6086], [-3.5622, 11.5554, 1.5648], [-2.6791, -6.5905, 0.0266], [1.1269, -4.4405, 2.5254], [2.5452, 3.6908, 3.4477], [-1.2470, 9.5817, 1.6589], [4.2942, -8.5332, -4.1356], [-0.6368, -8.1777, -4.2627], [0.3822, -7.2446, 3.5759]],
  "forces_ev_per_angstrom": [[-0.38, -0.23, 0.02], [0.07, -0.12, 0.10], [0.14, 0.14, -0.03], [-0.34, 0.24, 0.31], [0.05, -0.01, 0.19], [-0.02, 0.04, -0.07], [-0.05, -0.15, -0.03], [-0.12, -0.07, 0.05], [-0.17, -0.09, -0.05], [0.16, -0.19, -0.24], [-0.13, -0.15, 0.13], [0.11, 0.01, 0.07], [0.02, 0.06, 0.12], [0.00, 0.02, -0.02], [0.41, 0.06, 0.24], [0.02, -0.01, -0.02], [0.08, -0.06, 0.22], [0.25, -0.76, -0.10], [0.09, -0.09, -0.29], [0.06, -0.01, -0.03], [0.24, -0.16, -0.32], [0.07, 0.12, 0.09], [0.03, 0.00, -0.06], [0.10, -0.02, 0.08], [-0.10, -0.02, 0.02], [-0.06, -0.18, -0.10], [-0.09, 0.05, 0.06], [0.07, 0.00, -0.13], [-0.14, 0.03, -0.21], [0.09, 0.01, -0.08], [0.03, 0.03, 0.09], [-0.07, -0.12, -0.03], [0.06, 0.01, -0.12], [-0.14, 0.00, 0.06], [0.03, 0.07, -0.02], [-0.26, 0.02, 0.06], [0.04, 0.02, -0.03], [0.06, 0.12, -0.23], [0.13, -0.05, -0.08], [0.05, -0.17, -0.07], [0.21, 0.36, -0.08], [-0.12, 0.10, 0.06], [-0.06, 0.02, 0.15], [-0.06, 0.05, -0.02], [-0.06, 0.24, 0.03], [0.14, 0.22, -0.08], [-0.03, 0.00, 0.02], [-0.04, 0.14, -0.06], [-0.12, 0.45, 0.29], [-0.07, 0.17, -0.03], [0.05, -0.02, 0.02], [0.00, -0.10, -0.12], [0.04, -0.07, 0.00], [-0.01, -0.03, -0.04], [0.01, 0.01, 0.00], [0.02, -0.02, 0.04], [-0.01, -0.01, 0.01], [0.02, -0.01, 0.00], [0.02, -0.01, 0.03], [0.06, -0.11, 0.05], [-0.01, -0.03, -0.02], [-0.04, -0.01, -0.12], [-0.02, 0.01, 0.01], [0.01, 0.00, 0.00], [0.01, 0.04, 0.02], [-0.10, 0.01, 0.00], [0.00, -0.02, 0.01], [-0.02, -0.01, 0.01], [-0.03, -0.07, 0.00], [-0.03, -0.02, 0.01], [0.01, 0.01, 0.04], [-0.16, 0.01, -0.02], [-0.01, -0.04, 0.06], [-0.05, 0.03, 0.04], [-0.09, 0.05, 0.09], [-0.08, 0.11, 0.13], [-0.01, -0.07, -0.03], [0.25, 0.17, 0.06], [0.01, 0.10, -0.04], [-0.01, 0.02, 0.00], [-0.01, 0.01, 0.00], [0.05, 0.06, -0.03], [0.00, 0.00, -0.01], [-0.02, -0.04, 0.05], [0.00, -0.02, -0.01], [-0.05, -0.06, 0.04], [0.08, -0.01, -0.02], [0.04, 0.01, 0.02], [0.09, 0.11, 0.05], [0.01, 0.02, 0.04], [-0.04, -0.01, -0.04], [0.00, 0.03, 0.03], [-0.07, 0.04, 0.00], [-0.02, 0.02, -0.08], [0.05, -0.08, -0.08], [-0.06, 0.04, 0.00], [-0.08, -0.15, 0.00]]
}